Record 1
Entry from the OMol25 dataset: C40H44FN6O5P2RuS as an isolated structure in a non-equilibrium geometry (ωB97M-V/def2-TZVPD).

Structure (ORCA input):
```
! wB97M-V def2-TZVPD RIJCOSX def2/J DEFGRID3
* xyz 0 2
Ru 0.0069 0.4364 0.1933
C 1.9156 2.5094 -4.7977
C 2.6980 1.5320 -4.1928
C 2.7344 1.4359 -2.8070
C 2.0134 2.3287 -2.0125
C 1.2294 3.3009 -2.6281
C 1.1754 3.3847 -4.0141
P 2.1025 2.1124 -0.2007
C 3.6794 2.8505 0.3484
C 3.8395 3.0938 1.7152
C 4.9988 3.6890 2.1912
C 6.0188 4.0318 1.3110
C 5.8799 3.7570 -0.0415
C 4.7181 3.1624 -0.5235
C 0.8150 3.1271 0.5464
C 0.7990 4.5013 0.7779
C -0.3177 5.0731 1.3692
C -1.3975 4.2637 1.7344
C -1.3686 2.8925 1.5140
C -0.2471 2.3061 0.9242
H 1.8776 2.5829 -5.8785
H 3.2688 0.8383 -4.7991
H 3.3172 0.6487 -2.3349
H 0.6314 3.9697 -2.0222
H 0.5432 4.1292 -4.4819
H 3.0477 2.8245 2.4060
H 5.1065 3.8830 3.2516
H 6.9157 4.5159 1.6789
H 6.6770 4.0066 -0.7308
H 4.6217 2.9612 -1.5833
H 1.6448 5.1189 0.4891
H -0.3554 6.1420 1.5412
H -2.2679 4.7155 2.1993
H -2.2131 2.2775 1.8052
C -0.0574 -0.6267 -3.1230
C 0.8908 -1.4216 -2.2929
C 1.5295 -2.5324 -2.9317
C 2.4506 -3.2522 -2.2760
C 2.7858 -2.9159 -0.9443
C 3.7802 -3.6224 -0.2317
C 4.0881 -3.2380 1.0329
C 3.3972 -2.1630 1.6372
C 2.3973 -1.4801 0.9967
S 1.4897 -0.2709 1.8623
C 2.0893 -1.8437 -0.3513
N 1.1349 -1.1073 -1.0463
H 0.2759 -0.6324 -4.1612
H -0.1351 0.3973 -2.7863
H -1.0564 -1.0787 -3.0872
H 1.2676 -2.7588 -3.9576
H 2.9590 -4.0817 -2.7601
H 4.2852 -4.4545 -0.7097
H 4.8599 -3.7597 1.5870
H 3.6448 -1.8663 2.6514
C -0.2411 -1.7776 4.9837
N -0.7879 -2.5871 3.8868
C 0.2164 -3.5230 3.3711
P -1.8412 -1.8685 2.8360
O -1.3742 -0.7640 1.9679
N -2.3512 -3.1394 1.9136
C -2.5510 -3.0209 0.4758
C -2.9293 -4.3358 2.5056
N -3.0088 -1.2965 3.8546
C -3.7824 -0.1191 3.4765
C -3.5429 -2.0203 4.9960
H 0.6817 -1.2809 4.6740
H -0.0283 -2.4184 5.8419
H -0.9509 -1.0150 5.2926
H 1.1682 -3.0107 3.1949
H -0.1112 -3.9635 2.4336
H 0.3822 -4.3269 4.0924
H -2.1948 -2.0581 0.1242
H -3.6147 -3.1136 0.2234
H -2.0123 -3.8175 -0.0480
H -2.6368 -4.4370 3.5494
H -2.5735 -5.2221 1.9729
H -4.0237 -4.3283 2.4504
H -3.3325 0.3567 2.6104
H -3.8008 0.6023 4.2992
H -4.8177 -0.3887 3.2379
H -2.8843 -2.8384 5.2754
H -4.5390 -2.4274 4.7871
H -3.6321 -1.3485 5.8553
F -3.6766 -2.9493 -3.6863
C -3.5985 -1.6320 -3.8993
C -3.6311 -0.7644 -2.8968
N -3.5593 0.6057 -3.0903
C -3.4313 1.4721 -1.9122
C -2.1159 1.1790 -1.2383
O -1.1020 1.8283 -1.5317
O -2.0720 0.1858 -0.4326
C -3.4658 1.1533 -4.3584
O -3.4344 2.3407 -4.5880
N -3.4149 0.2052 -5.3709
C -3.4545 -1.1854 -5.2783
O -3.3727 -1.8939 -6.2538
H -3.6986 -1.0935 -1.8671
H -4.2576 1.2582 -1.2377
H -3.4615 2.5014 -2.2469
H -3.3243 0.5834 -6.3020
*
```

Results
Lowest unoccupied orbital energy (spin up / spin down) = -0.743 / -0.218 eV
Relative energy (zero: lowest compared OMol25 entry of this formula, charge and spin) = 0.000 eV



Record 2
Entry from the OMol25 dataset: C33H25Br4FN5O8W as an isolated structure (ωB97M-V/def2-TZVPD).

Structure (ORCA input):
```
! wB97M-V def2-TZVPD RIJCOSX def2/J DEFGRID3
* xyz -1 3
W 0.1186 0.3677 -0.5525
C -4.4521 -2.4159 -0.4583
C -3.2326 -2.0641 -1.3111
C -2.0644 -2.9771 -1.0325
C -2.0215 -4.2334 -1.6291
C -0.9744 -5.1052 -1.3800
C 0.0293 -4.7417 -0.4964
C 0.0258 -3.4970 0.1250
C 1.0894 -3.1537 1.1348
C 0.6813 -3.5837 2.5448
C -1.0181 -2.6208 -0.1779
N -0.9952 -1.2790 0.3320
C -1.7336 -0.9771 1.3536
C -1.8962 0.3887 1.6673
C -2.6064 1.1059 2.6284
C -2.4338 2.4546 2.3052
C -1.6275 2.4979 1.1609
N -1.2964 1.2547 0.7787
H -5.2997 -1.7756 -0.7087
H -4.2419 -2.2888 0.6065
H -4.7513 -3.4553 -0.6098
H -2.9517 -1.0251 -1.1500
H -3.4849 -2.1428 -2.3687
H -2.8090 -4.5109 -2.3216
H -0.9376 -6.0661 -1.8786
H 0.8486 -5.4227 -0.2930
H 1.2915 -2.0859 1.1311
H 2.0172 -3.6515 0.8440
H -0.2247 -3.0623 2.8611
H 1.4627 -3.3421 3.2667
H 0.4827 -4.6571 2.5906
H -2.2639 -1.7578 1.8941
H -3.1787 0.6915 3.4436
H -2.8595 3.3060 2.8135
H -1.2963 3.3572 0.5975
O -0.3652 3.8748 -2.7307
C 0.0496 2.9274 -2.0998
O -0.6430 1.9404 -1.6277
C 1.5115 2.7937 -1.7612
C 2.4768 3.7062 -2.1375
C 3.7870 3.4495 -1.7743
C 4.0804 2.2922 -1.0652
C 3.0583 1.4270 -0.7240
N 1.7897 1.6938 -1.0607
H 2.1694 4.5783 -2.6962
H 4.5765 4.1387 -2.0455
H 5.0939 2.0483 -0.7790
H 3.2232 0.5029 -0.1906
Br 3.0641 -4.7084 -4.4730
C 1.8805 -3.3762 -3.8445
C 0.6806 -3.1225 -4.4901
Br 0.1913 -4.1120 -6.0251
C -0.1899 -2.1367 -4.0016
Br -1.8083 -1.6979 -4.8663
C 0.1226 -1.4288 -2.8506
O -0.6269 -0.4955 -2.3040
C 1.3414 -1.7014 -2.1918
O 1.5724 -0.9712 -1.1099
C 2.2152 -2.6423 -2.6973
Br 3.8255 -2.9075 -1.7447
F -0.4622 3.2375 6.6118
C -0.1687 3.6131 5.3575
C 0.5309 2.8164 4.5453
N 0.8413 3.1803 3.2533
C 1.5885 2.3050 2.3450
C 1.2193 0.8167 2.3929
O 1.1689 0.2277 3.4586
O 1.1863 0.2329 1.2430
C 0.4786 4.4136 2.7532
O 0.7779 4.8142 1.6454
N -0.2668 5.1895 3.6213
C -0.6560 4.9096 4.9270
O -1.3096 5.6953 5.5792
H 0.8585 1.8299 4.8391
H 2.6592 2.3695 2.5678
H 1.4341 2.7092 1.3519
H -0.5547 6.0832 3.2512
*
```

Results
Lowest unoccupied orbital energy (spin up / spin down) = 2.103 / 1.727 eV
Relative energy (zero: lowest compared OMol25 entry of this formula, charge and spin) = 0.000 eV



Record 3
Entry from the OMol25 dataset: C32H29ClN3O5PtS as an isolated structure (ωB97M-V/def2-TZVPD).

Structure (ORCA input):
```
! wB97M-V def2-TZVPD RIJCOSX def2/J DEFGRID3
* xyz 1 1
Pt 0.3783 -0.0420 0.1726
C -2.3274 3.9975 2.3875
C -1.2502 5.0353 2.5560
C -1.3612 6.0155 3.5399
C -0.3996 7.0013 3.6931
C 0.7097 7.0328 2.8593
C 0.8561 6.0596 1.8863
C -0.1130 5.0739 1.7437
N 0.0630 4.0836 0.7214
C 0.2712 2.7816 0.9807
N 0.4817 2.4428 2.2561
C 0.5537 1.1776 2.8575
C 0.4596 -0.0154 2.1703
C 0.4510 -1.2432 2.8019
C 0.5865 -1.2714 4.1793
C 0.7164 -0.0860 4.8869
C 0.6994 1.1461 4.2544
C 0.8216 2.4255 5.0376
N 0.3238 1.9135 -0.0143
C -0.0236 2.3166 -1.3506
C -1.3639 2.3638 -1.7312
C -1.6946 2.7641 -3.0118
C -0.6870 3.1158 -3.9012
C 0.6416 3.0701 -3.5117
C 1.0085 2.6666 -2.2302
C 2.4568 2.6049 -1.8344
H -3.2956 4.4149 2.6589
H -2.1558 3.1284 3.0293
H -2.3909 3.6393 1.3598
H -2.2338 6.0130 4.1815
H -0.5221 7.7551 4.4591
H 1.4582 7.8052 2.9695
H 1.7201 6.0525 1.2337
H 0.0548 4.3595 -0.2496
H 0.5162 3.2279 2.8920
H 0.3562 -2.1588 2.2359
H 0.5897 -2.2210 4.6959
H 0.8262 -0.1151 5.9632
H 0.9607 2.2087 6.0938
H -0.0757 3.0466 4.9505
H 1.6792 3.0215 4.7129
H -2.1269 2.0681 -1.0236
H -2.7316 2.7971 -3.3161
H -0.9392 3.4289 -4.9056
H 1.4174 3.3498 -4.2133
H 3.0482 3.2727 -2.4582
H 2.8471 1.5948 -1.9662
H 2.6174 2.8768 -0.7913
O 3.3496 -2.3000 -1.0822
Cl 2.2444 -1.4672 -0.9063
O 1.1619 -2.1144 -0.0885
O 1.6505 -0.9868 -2.1150
O 2.5487 -0.2741 -0.0525
C -10.4157 -1.0367 2.9605
C -9.0336 -0.4934 2.7207
O -8.2524 -0.2092 3.5821
S -8.7035 -0.3096 0.9572
C -6.9393 -0.2075 0.8821
C -6.3073 -0.9772 -0.0920
C -4.9322 -0.9372 -0.2301
C -4.1690 -0.1323 0.6168
C -4.8087 0.6448 1.5816
C -6.1864 0.6222 1.7082
C -2.7404 -0.1021 0.4905
C -1.5411 -0.0785 0.3714
H -10.6561 -0.9507 4.0166
H -10.4486 -2.0809 2.6492
H -11.1476 -0.4940 2.3602
H -6.8965 -1.6166 -0.7361
H -4.4424 -1.5394 -0.9833
H -4.2194 1.2775 2.2333
H -6.6745 1.2389 2.4457
*
```

Results
Lowest unoccupied orbital energy = -4.237 eV
Relative energy (zero: lowest compared OMol25 entry of this formula, charge and spin) = 0.453 eV



Record 4
Entry from the OMol25 dataset: a 2-piece molecular cluster, CH4IOP overall in a non-equilibrium geometry (ωB97M-V/def2-TZVPD).

Structure (ORCA input):
```
! wB97M-V def2-TZVPD RIJCOSX def2/J DEFGRID3
* xyz 0 1
C 0.4980 -1.3396 -0.7441
O -0.7448 -1.6361 -0.7969
P -2.0421 -0.8162 -0.1655
I 0.7949 2.0687 1.1441
H 1.3118 -1.8023 -1.2562
H 0.6191 -0.3291 -0.4339
H -1.2956 0.3769 0.1967
H 0.8588 3.4777 2.0558
*
```

Results
Lowest unoccupied orbital energy (spin up / spin down) = -0.717 / 0.223 eV
Relative energy (zero: lowest compared OMol25 entry of this formula, charge and spin) = 3.416 eV



It is found that the electronic energy values, taken in the order of the records, are -3531.16544 -12611.59528 -2754.42939 -754.65692 a.u..